Molecular formula: C4H9N3
Method: DFT, ωB97M-V/def2-TZVPD

ORCA input file:
```
! wB97M-V def2-TZVPD RIJCOSX def2/J DEFGRID3
* xyz 2 1
C 0.4605 0.3565 -1.5527
C -1.6016 0.8939 -0.2966
C 0.8449 -0.4440 0.6281
C 1.7083 -0.9502 1.6673
N -0.7794 0.8043 -1.3211
N 1.2184 -0.1968 -0.5733
N -2.7314 0.4028 -0.0462
H 0.9591 0.7922 -2.4730
H -0.1577 -0.1746 0.9310
H 1.7605 -0.2523 2.5876
H 2.6869 -0.9924 1.3137
H 1.1044 -1.8357 1.9037
H -1.1922 1.3748 -2.1939
H 2.2555 -0.2809 -0.6719
H -3.3306 1.0273 0.5770
H -3.2057 -0.5248 -0.4797
*
```

ΔE to the lowest compared entry with this formula, charge and spin   79.45 kcal per mole
Maximum force   4.4 eV/A
E_LUMO (spin up / spin down)   -10.165 / -10.158 eV

---

Molecular formula: C69H157N11O13
Method: DFT, ωB97M-V/def2-TZVPD

ORCA input file:
```
! wB97M-V def2-TZVPD RIJCOSX def2/J DEFGRID3
* xyz 0 1
C 15.5541 17.7449 15.2147
O 14.9098 17.6442 14.1251
N 14.9235 18.1349 16.2882
N 16.8461 17.8688 15.3486
H 15.4041 18.4246 17.1280
H 13.9724 17.7951 16.2848
H 17.4872 17.9076 14.5691
H 17.2361 17.8468 16.2800
C 16.0314 17.9778 25.1996
O 16.3528 19.1323 25.1629
N 16.1026 17.1202 24.3295
N 15.3157 17.5802 26.2036
H 16.6856 17.1563 23.5055
H 15.4326 16.3707 24.4272
H 15.1149 18.2624 26.9207
H 15.2388 16.5752 26.2682
C 20.0900 11.6903 15.2604
C 19.8598 12.1968 16.6818
C 21.1545 12.9037 17.1508
C 20.8843 13.6468 18.4590
C 19.8187 14.6661 18.3799
C 18.4642 14.1189 17.6698
N 18.7678 13.1444 16.5715
O 17.5800 12.7095 15.9956
C 17.7438 13.3430 18.7874
C 17.7785 15.3668 17.0978
C 19.5826 10.8803 17.4920
H 19.2125 11.3673 14.7002
H 20.7460 10.8215 15.3144
H 20.7181 12.4320 14.7670
H 21.9216 12.1846 17.4382
H 21.6887 13.4792 16.3948
H 21.8112 14.1341 18.7611
H 20.5520 12.9265 19.2066
H 20.2822 15.4836 17.8276
H 19.6711 15.0098 19.4037
H 17.0906 14.0056 19.3551
H 17.1693 12.4865 18.4346
H 18.4587 12.8109 19.4151
H 16.7359 15.1373 16.8774
H 17.7259 16.2442 17.7424
H 18.2970 15.5837 16.1639
H 18.7660 10.2661 17.1124
H 19.4635 11.0489 18.5623
H 20.4350 10.2022 17.4516
H 17.5598 13.0362 15.0932
C 11.1187 16.9096 15.4192
C 10.8226 15.7338 16.3710
C 12.1431 15.5494 17.1451
C 12.0155 14.4341 18.2486
C 11.0004 14.9690 19.2940
C 9.6115 15.3873 18.7296
N 9.8332 16.1404 17.4230
O 8.6448 16.7278 16.9196
C 8.6005 14.1746 18.6487
C 8.9106 16.3241 19.7979
C 10.3989 14.5022 15.4461
H 11.7776 16.6400 14.5938
H 11.6889 17.7747 15.7578
H 10.1481 17.1779 15.0020
H 13.0120 15.3002 16.5359
H 12.4639 16.5480 17.4417
H 12.9305 14.0816 18.7246
H 11.5223 13.5702 17.8030
H 11.5378 15.7410 19.8447
H 10.8849 14.1906 20.0483
H 8.2716 13.9561 17.6327
H 9.0825 13.2533 18.9756
H 7.7371 14.4318 19.2623
H 9.3415 17.2886 20.0664
H 7.8982 16.6378 19.5437
H 8.9206 15.7634 20.7326
H 10.2562 13.6389 16.0960
H 11.1603 14.3369 14.6838
H 9.5061 14.9140 14.9755
H 8.1574 15.9160 16.7614
C 15.7118 19.3005 21.4197
C 15.3427 18.6545 20.0804
C 13.7785 18.5823 19.8379
C 13.1944 19.9180 19.4735
C 13.8903 20.7086 18.3424
C 15.4090 20.7029 18.3994
N 15.8219 19.3396 18.8402
O 17.1946 19.2860 18.8574
C 15.9566 21.1517 17.0604
C 15.6002 21.8091 19.3853
C 15.8475 17.2387 20.2511
H 16.7726 19.5288 21.5230
H 15.5004 18.5785 22.2085
H 15.2593 20.2643 21.6531
H 13.5912 17.8536 19.0492
H 13.2472 18.2378 20.7251
H 13.0957 20.5876 20.3279
H 12.1872 19.6438 19.1596
H 13.4057 21.6358 18.0365
H 13.5743 19.9721 17.6037
H 17.0416 21.2150 17.1438
H 15.7940 20.4644 16.2302
H 15.5665 22.1626 16.9418
H 15.2349 21.6363 20.3976
H 16.6358 22.1170 19.5297
H 15.2227 22.7879 19.0895
H 16.9274 17.2391 20.3992
H 15.5896 16.7477 19.3128
H 15.3884 16.6435 21.0405
H 17.4075 19.8742 19.5856
C 19.7442 20.1783 15.9603
C 20.4285 19.4063 14.7892
C 20.7415 17.9691 15.3260
C 20.9941 16.8177 14.2372
C 19.7919 16.8047 13.2485
C 19.5802 18.2087 12.6187
N 19.4248 19.2408 13.6465
O 18.9940 20.4389 13.1514
C 20.7892 18.5926 11.5666
C 18.1518 18.0830 11.8902
C 21.7025 20.1526 14.3907
H 19.7576 21.2545 15.7879
H 20.2032 19.9819 16.9292
H 18.6872 19.9154 16.0040
H 21.6956 18.0153 15.8512
H 19.9180 17.6550 15.9674
H 21.2069 15.8417 14.6736
H 21.8706 17.0728 13.6416
H 18.8489 16.6473 13.7721
H 19.8478 16.0851 12.4317
H 21.7867 18.2330 11.8187
H 20.6134 18.0249 10.6528
H 20.7403 19.6410 11.2724
H 18.0096 17.2258 11.2321
H 17.3453 18.1762 12.6176
H 17.9667 18.8439 11.1320
H 22.2839 19.7107 13.5816
H 22.4406 20.2468 15.1873
H 21.4488 21.1822 14.1384
H 18.0705 20.4634 13.4122
C 19.7460 21.4036 20.3736
C 21.1312 20.9253 21.0217
C 21.0805 20.9336 22.5695
C 20.5585 19.6918 23.2210
C 21.3158 18.4554 22.7518
C 21.2600 18.3110 21.2422
N 21.6293 19.6171 20.5631
O 21.6610 19.4822 19.1685
C 22.1906 17.1812 20.8928
C 19.8285 17.8262 20.7966
C 22.1252 22.0184 20.5208
H 19.4146 22.1954 21.0453
H 18.8770 20.7521 20.4659
H 19.8784 21.7964 19.3655
H 22.0082 21.2116 23.0697
H 20.5096 21.7599 22.9929
H 19.5068 19.4725 23.0369
H 20.6271 19.6791 24.3088
H 21.0054 17.5315 23.2397
H 22.3307 18.5494 23.1381
H 23.2112 17.5321 20.7401
H 22.0715 16.3816 21.6239
H 22.0573 16.8652 19.8582
H 19.1537 18.6755 20.9032
H 19.7499 17.5204 19.7533
H 19.3287 17.0995 21.4370
H 21.6385 22.9506 20.2341
H 22.8665 21.7307 19.7751
H 22.7420 22.3005 21.3740
H 22.5839 19.7090 19.0329
C 15.5029 21.4581 12.1423
C 14.7721 22.6672 12.7652
C 15.6755 23.5966 13.6703
C 16.7999 24.3766 12.9942
C 16.2535 25.0988 11.7590
C 15.3129 24.3194 10.7812
N 14.3486 23.5463 11.6680
O 13.2662 23.0580 10.9477
C 14.5875 25.4092 9.9145
C 16.1518 23.4141 9.8571
C 13.5922 22.1705 13.7167
H 14.8188 20.9702 11.4480
H 15.6762 20.6521 12.8553
H 16.4375 21.7051 11.6388
H 15.1684 24.2943 14.3369
H 16.1484 22.8953 14.3578
H 17.5860 23.6666 12.7373
H 17.2473 24.9948 13.7725
H 17.1602 25.3621 11.2143
H 15.8361 26.0799 11.9853
H 15.2780 26.1528 9.5165
H 13.9799 25.0048 9.1049
H 13.8684 25.9839 10.4983
H 16.4271 23.9900 8.9736
H 17.0551 23.0738 10.3634
H 15.5628 22.6272 9.3859
H 13.0821 21.4632 13.0628
H 12.9535 22.9704 14.0915
H 13.8969 21.5871 14.5856
H 13.5267 22.3104 10.4048
C 15.9610 27.6499 14.8382
C 15.2363 28.0285 16.1578
C 14.6220 26.7847 16.7989
C 15.6922 25.8530 17.3413
C 16.3417 26.6229 18.4967
C 17.0058 27.9988 18.0568
N 16.1397 28.6900 17.0888
O 16.5811 29.9125 16.5634
C 16.9600 28.8927 19.3053
C 18.4040 27.7946 17.4914
C 14.0066 28.9250 15.8198
H 16.9292 27.1902 15.0367
H 16.1529 28.5587 14.2678
H 15.5169 26.8144 14.2972
H 13.9189 27.0416 17.5912
H 14.0685 26.0998 16.1565
H 16.4006 25.5591 16.5668
H 15.2485 24.8971 17.6196
H 17.1728 25.9890 18.8056
H 15.5809 26.7563 19.2657
H 16.0365 28.8793 19.8842
H 17.7153 28.5458 20.0104
H 17.2131 29.9490 19.2150
H 18.7699 28.6397 16.9083
H 19.1160 27.7252 18.3138
H 18.3282 26.9279 16.8348
H 13.4031 28.4530 15.0445
H 14.2909 29.8888 15.3974
H 13.4604 29.1063 16.7455
H 16.0433 30.6067 16.9513
C 9.0244 19.6262 18.0768
O 9.5307 20.8231 18.6074
H 8.0938 19.2506 18.5021
H 8.8276 19.8036 17.0195
H 9.7914 18.8553 18.1508
H 8.9798 21.1479 19.3234
C 13.7132 14.4416 22.0544
O 12.8964 13.9001 23.0608
H 13.5407 14.0378 21.0568
H 13.5824 15.5232 22.0233
H 14.7113 14.2451 22.4460
H 13.1614 14.2276 23.9235
C 10.5946 23.5865 16.3669
O 11.1961 22.9550 17.5546
H 10.4079 24.6604 16.3770
H 11.2696 23.4934 15.5161
H 9.7184 22.9808 16.1354
H 10.6603 22.2717 17.9641
C 13.1384 21.8059 22.6984
O 12.5674 22.0564 23.9388
H 14.2096 21.9974 22.7598
H 12.9251 20.7507 22.5277
H 12.6576 22.4761 21.9858
H 11.6092 22.1078 23.9102
*
```

Maximum force   10.6 eV/A
E_LUMO   -0.103 eV

---

Molecular formula: ClH26O17
Method: DFT, ωB97M-V/def2-TZVPD

ORCA input file:
```
! wB97M-V def2-TZVPD RIJCOSX def2/J DEFGRID3
* xyz -1 1
Cl -0.8038 -0.7351 -0.5997
O -1.0883 -0.0785 0.7150
O -1.3405 -2.1056 -0.5185
O -1.5311 -0.0444 -1.7131
O 0.6767 -0.9006 -0.9359
O -2.9954 2.1250 -0.5021
H -3.2265 2.0326 0.4003
H -3.1325 1.2769 -0.8564
O 1.1386 2.2591 -1.8159
H 1.5919 1.7062 -1.1688
H 1.1726 1.7424 -2.6173
O -0.5309 -2.7524 2.0810
H -0.9215 -2.8163 1.2161
H 0.3118 -3.1083 1.9777
O -0.1862 2.8960 0.4912
H -0.8841 2.2716 0.4439
H 0.1108 2.8433 -0.4741
O -3.0518 2.0155 2.3190
H -2.7561 1.1915 2.6786
H -2.3564 2.5276 2.7600
O 1.6077 -0.2236 -3.5206
H 1.2435 -0.6939 -2.7854
H 2.4145 0.2074 -3.2426
O 1.7857 -0.7983 2.1210
H 1.1058 -1.3197 1.7556
H 1.1390 -0.1264 2.4536
O 0.7145 -3.1380 -2.8513
H 0.1534 -3.0844 -2.1155
H 1.1378 -3.9941 -2.8686
O -1.0835 0.9476 -4.2415
H -1.1260 0.7263 -3.2838
H -1.9021 0.7359 -4.6339
O 2.8153 1.1107 0.2710
H 2.7490 0.3288 0.8390
H 2.5930 1.8910 0.8252
O -1.9544 -0.2299 3.2313
H -1.9165 -0.8334 3.9358
H -1.7495 -0.6738 2.4024
O 0.4149 1.0952 3.4131
H 0.7073 0.9791 4.3169
H -0.3977 0.6295 3.3051
O 3.4146 -2.1757 -1.0354
H 3.3800 -1.2737 -0.8215
H 2.5561 -2.4332 -1.3510
*
```

ΔE to the lowest compared entry with this formula, charge and spin   13.80 kcal per mole
Maximum force   3.7 eV/A
E_LUMO   2.321 eV

---

Molecular formula: C3H5F2NO
Method: DFT, ωB97M-V/def2-TZVPD

ORCA input file:
```
! wB97M-V def2-TZVPD RIJCOSX def2/J DEFGRID3
* xyz 0 3
C 0.1848 0.1218 -0.1260
C -0.2400 -0.4689 -1.4383
C 0.9930 1.3151 -0.1611
N -0.8485 -1.4638 1.2736
O 0.2620 -0.6068 0.9903
F -1.2114 -1.4193 -1.4938
F -0.4921 0.4457 -2.3836
H 1.8766 1.2297 0.3288
H 0.4167 2.1909 0.3762
H 1.2190 1.6483 -1.1240
H -0.5786 -2.1466 2.0137
H -1.5815 -0.8460 1.7442
*
```

ΔE to the lowest compared entry with this formula, charge and spin   29.38 kcal per mole
Maximum force   4.3 eV/A
E_LUMO (spin up / spin down)   0.958 / -0.963 eV
Expectation value of S²   2.00

---

Molecular formula: C4H6N2S
Method: DFT, ωB97M-V/def2-TZVPD

ORCA input file:
```
! wB97M-V def2-TZVPD RIJCOSX def2/J DEFGRID3
* xyz 0 1
C 0.0077 0.6277 -1.6961
C -0.5205 -1.9592 -2.5967
C -0.2529 0.2355 1.6258
C 1.2442 0.6369 1.3855
N 0.8206 0.5253 -0.8306
N 1.6514 0.6752 0.0319
S -1.7515 -1.0296 -3.0888
H -0.7922 1.0479 1.3025
H -0.4859 -0.7566 1.0943
H -0.4330 0.1252 2.7847
H 1.9438 0.1339 2.0135
H 1.2611 1.7130 1.6813
H -2.6928 -1.9753 -3.7072
*
```

ΔE to the lowest compared entry with this formula, charge and spin   207.63 kcal per mole
Maximum force   4.4 eV/A
E_LUMO (spin up / spin down)   -1.209 / -0.321 eV

---

Molecular formula: C3H5O3Pm
Method: DFT, ωB97M-V/def2-TZVPD

ORCA input file:
```
! wB97M-V def2-TZVPD RIJCOSX def2/J DEFGRID3
* xyz 1 6
H -2.5219 0.8770 0.6299
O 0.2139 1.1429 0.8739
C -0.7583 1.1362 -0.1135
C 0.9620 -0.0751 0.8495
O -1.8555 0.1999 0.3604
O -0.1806 0.2189 -1.1315
C 1.0427 -0.3553 -0.6383
H 0.4324 -0.8737 1.3908
H 1.9362 0.1030 1.3167
H 1.0774 -1.4235 -0.8836
H 1.8920 0.1582 -1.1092
Pm -2.2401 -1.1085 -1.5450
*
```

ΔE to the lowest compared entry with this formula, charge and spin   55.45 kcal per mole
Maximum force   2.3 eV/A
E_LUMO (spin up / spin down)   -5.438 / -5.356 eV
Expectation value of S²   8.76

---

Molecular formula: C4H9NOS2
Method: DFT, ωB97M-V/def2-TZVPD

ORCA input file:
```
! wB97M-V def2-TZVPD RIJCOSX def2/J DEFGRID3
* xyz 1 2
N 0.1069 -0.3198 -1.4164
C 0.7282 0.8017 -0.7536
C 0.1578 2.1429 -1.2750
O -0.0779 3.0745 -0.5611
C 0.4914 0.8172 0.7647
S -1.2124 0.7106 1.2731
S -1.5133 -1.0497 2.1655
C -0.5955 -2.2571 1.2171
H -0.8593 -0.5008 -1.1812
H 0.1808 -0.2927 -2.4251
H 1.8054 0.7397 -0.8903
H -0.0472 2.1550 -2.3525
H 0.9599 -0.0562 1.2157
H 1.0814 1.6470 1.1301
H 0.4710 -2.0551 1.3332
H -0.7872 -3.2691 1.5829
H -0.8900 -2.2882 0.1730
*
```

ΔE to the lowest compared entry with this formula, charge and spin   2.31 kcal per mole
Maximum force   2.4 eV/A
E_LUMO (spin up / spin down)   -4.104 / -7.913 eV
Expectation value of S²   0.75

---

Molecular formula: C3H11NO4
Method: DFT, ωB97M-V/def2-TZVPD

ORCA input file:
```
! wB97M-V def2-TZVPD RIJCOSX def2/J DEFGRID3
* xyz 0 1
C -1.9374 -1.8465 -0.5679
N -0.8568 -0.9266 -0.2729
C 0.3330 -1.6152 0.1975
C 1.5267 -0.7128 0.0343
O 1.4460 0.3656 -0.4816
O 2.6121 -1.1867 0.6414
H -2.5571 -1.5839 -1.4373
H -2.6949 -1.7690 0.2253
H -1.6548 -2.8836 -0.7765
H -0.6630 -0.3433 -1.0751
H 0.5503 -2.5415 -0.3457
H 0.0983 -1.8623 1.2048
H 3.4676 -0.7621 0.5291
O 0.0156 0.4328 -3.5760
H -0.1792 1.2827 -3.1690
H -0.0401 0.5971 -4.5203
O 0.5574 5.2737 4.4330
H 0.0569 4.7420 3.8056
H -0.0807 5.3396 5.1513
*
```

ΔE to the lowest compared entry with this formula, charge and spin   44.78 kcal per mole
SMILES   CNCC(=O)O.O.O
Maximum force   1.7 eV/A
E_LUMO   0.672 eV

---

Repeat the fifth record exactly.
Molecular formula: C4H6N2S
Method: DFT, ωB97M-V/def2-TZVPD

ORCA input file:
```
! wB97M-V def2-TZVPD RIJCOSX def2/J DEFGRID3
* xyz 0 1
C 0.0077 0.6277 -1.6961
C -0.5205 -1.9592 -2.5967
C -0.2529 0.2355 1.6258
C 1.2442 0.6369 1.3855
N 0.8206 0.5253 -0.8306
N 1.6514 0.6752 0.0319
S -1.7515 -1.0296 -3.0888
H -0.7922 1.0479 1.3025
H -0.4859 -0.7566 1.0943
H -0.4330 0.1252 2.7847
H 1.9438 0.1339 2.0135
H 1.2611 1.7130 1.6813
H -2.6928 -1.9753 -3.7072
*
```

ΔE to the lowest compared entry with this formula, charge and spin   207.63 kcal per mole
Maximum force   4.4 eV/A
E_LUMO (spin up / spin down)   -1.209 / -0.321 eV

---

What is the maximum force in the first record?
4.4 eV/A

---

maximum force of number 1 (C4H9N3)?
4.4 eV/A

---

Look up the maximum force of the first one.
4.4 eV/A